# 1
19
Properties=species:S:1:pos:R:3:forces:R:3 method="wB97M-V/def2-TZVPD" charge=+1 homo_lumo_gap_ev=8.404 lumo_ev=-3.976 multiplicity=1 de_lowest_kcal_mol=112.7 e_homo_ev=-12.38
C -2.23502 -0.42892 -0.65685 2.688 -0.161 1.457
C -0.15728 -1.34429 1.41516 2.979 -3.390 0.870
C 0.19456 0.20580 -0.46403 2.321 1.047 -0.453
N -1.11639 0.54742 -0.45848 -1.733 0.467 -0.414
N 0.72417 -0.13615 1.12296 -1.399 -3.513 -3.001
Si 2.33709 1.82762 -1.15335 -2.011 -3.159 -0.002
H -2.74127 -0.66356 0.26731 -0.446 0.268 0.218
H -2.87487 -0.14667 -1.41502 -1.404 0.806 -1.461
H -1.73011 -1.32229 -0.94398 0.056 -0.936 -0.459
H 0.02440 -2.23283 0.57303 -0.239 2.618 2.284
H 0.11373 -1.79616 2.43591 -0.126 0.592 -1.522
H -1.19642 -1.19409 1.47546 -0.973 1.024 -0.236
H 0.39393 -0.81468 -0.94124 -0.276 1.518 0.698
H -1.48312 1.50391 -0.45435 1.047 -0.462 0.092
H 1.67777 -0.44647 0.91349 -0.219 0.213 0.775
H 0.67243 0.59935 1.77458 -0.138 1.116 0.876
H 1.80066 3.00721 -0.68001 -0.664 1.900 0.390
H 2.21468 1.48408 -2.59022 0.510 0.224 0.348
H 3.38105 1.35071 -0.22037 0.028 -0.172 -0.460

---

# 2
172
Properties=species:S:1:pos:R:3:forces:R:3 method="wB97M-V/def2-TZVPD" charge=-1 homo_lumo_gap_ev="1.522 / 7.671" lumo_ev="1.614 / 1.604" multiplicity=2 e_homo_ev="0.09 / -6.07"
O 2.51052 -0.16101 0.92598 1.693 1.219 2.438
H 1.70630 -0.59028 0.62505 -3.528 -1.606 -0.952
H 2.43829 0.79059 0.82184 0.060 1.163 -0.390
H 3.29580 -0.49820 0.48866 1.996 -0.252 -1.051
Cs -2.97011 -2.29598 -2.03558 -0.332 -0.461 -0.191
S -0.28536 -0.45587 -0.78122 1.295 1.624 0.482
O -0.17194 -1.38758 -1.88682 -0.826 0.392 -1.524
O 0.42489 0.81956 -1.02825 -1.003 -0.910 -0.674
O -1.66232 -0.22504 -0.33350 -0.363 -0.067 -0.437
O 0.41765 -1.12808 0.31783 1.357 -0.268 1.759
C 2.46427 3.97208 -1.77611 0.725 0.373 0.297
C 1.68929 3.93395 -0.41935 0.846 0.794 -1.891
C 0.21512 4.13244 -0.60345 0.239 0.504 -1.303
O -0.02902 5.48731 -0.98127 -0.992 -0.362 -0.020
C -1.39727 5.54827 -1.38059 0.014 0.732 -0.027
N 1.99383 2.60483 0.06528 0.362 0.409 1.324
H 2.31723 4.74808 -2.52731 -0.793 0.233 0.356
H 2.42858 3.01506 -2.29663 -0.280 -0.128 0.100
H 3.50289 4.12790 -1.48442 0.288 -0.251 -0.019
H 2.05529 4.78895 0.14909 0.280 -0.342 0.627
H -0.39128 3.84818 0.25653 -0.044 -0.137 0.164
H -0.02879 3.55215 -1.49332 -0.553 -0.662 0.234
H -1.62014 6.53218 -1.79333 0.216 0.127 0.190
H -2.06283 5.36885 -0.53624 -0.071 -0.011 0.240
H -1.68386 4.83712 -2.15534 0.369 -0.335 -0.116
H 1.48337 2.50288 0.93081 -0.286 -0.127 0.604
H 1.46807 2.00931 -0.55845 -0.060 -0.541 -0.202
C -0.28843 0.88953 -5.08854 -1.558 0.411 -0.934
C 0.33968 -0.35544 -5.72655 0.476 1.213 1.609
C 1.51111 0.06082 -6.61849 -0.070 2.029 -0.428
O 1.02197 1.07470 -7.55439 1.232 -0.974 -0.524
C 0.40482 0.50495 -8.67623 -1.198 -0.750 0.560
N 0.81805 -1.13550 -4.62365 1.873 -1.815 -0.262
H -0.69256 1.60277 -5.80691 0.475 0.269 -0.346
H 0.34813 1.40378 -4.36851 0.191 -0.229 -0.111
H -1.22380 0.61328 -4.60184 0.139 -0.417 0.578
H -0.37963 -0.94570 -6.29425 -0.136 0.213 -0.213
H 2.15007 -0.73322 -7.00492 -0.811 -0.608 -0.953
H 2.31754 0.67750 -6.22166 -0.338 -0.012 1.576
H 0.22807 1.20859 -9.48971 0.467 0.143 0.142
H -0.57403 0.16282 -8.34021 -0.487 -0.096 -0.305
H 0.90071 -0.41163 -8.99573 0.403 0.155 -0.410
H 1.79371 -0.94325 -4.44694 -0.109 0.019 0.157
H 0.34682 -1.23742 -3.73615 -0.513 0.575 -0.242
C 0.78804 0.19746 5.19596 1.377 0.272 0.454
C -0.12130 1.09123 4.46610 -3.546 0.764 0.367
C -0.11404 2.60065 4.90566 0.666 -0.857 0.313
O -0.55484 2.72505 6.27285 0.302 -0.294 -0.521
C -0.48769 4.04001 6.75235 -0.143 0.633 0.252
N -0.13537 0.84148 3.04601 1.389 0.871 -1.032
H 0.78727 -0.78926 4.73283 0.060 -0.071 0.280
H 0.48778 0.15815 6.24305 0.100 -0.217 -0.036
H 1.78388 0.63885 5.15640 0.476 -0.333 0.041
H -1.09840 0.77178 4.82850 -0.639 0.028 0.292
H -0.74855 3.24964 4.30208 -0.013 -0.177 -0.459
H 0.92254 2.93614 4.87309 0.216 0.396 -0.239
H -1.30185 4.69155 6.43497 -0.669 -0.297 -0.202
H 0.36704 4.63910 6.43830 0.703 -0.501 -0.137
H -0.49725 4.02864 7.84225 -0.003 -0.210 -0.022
H -0.96581 1.12829 2.54780 -0.198 0.106 0.317
H -0.01924 -0.13694 2.82398 0.090 -0.067 0.122
C -1.50143 -3.82997 3.81981 0.763 -0.517 0.639
C -0.54055 -3.03803 2.94428 -1.170 -0.150 -0.985
C 0.95822 -3.53253 3.05769 -2.066 1.683 -0.772
O 1.31230 -3.19090 4.35832 0.382 -0.396 1.560
C 2.69403 -3.14608 4.65476 -0.159 -0.694 -0.635
N -1.09283 -3.00323 1.52837 0.947 -1.450 1.826
H -1.19039 -3.76904 4.86271 0.316 -0.070 0.116
H -1.46151 -4.88147 3.53546 -0.435 -0.084 -0.076
H -2.51532 -3.43203 3.86209 -0.076 -0.048 -0.658
H -0.71975 -2.02485 3.30408 1.167 0.395 0.357
H 1.57510 -2.96040 2.36470 0.096 0.041 -0.399
H 1.00518 -4.58394 2.77409 0.198 -0.325 0.390
H 3.19560 -4.01254 4.22375 0.182 -0.099 -0.322
H 2.87966 -3.25297 5.72350 -0.399 0.476 0.067
H 3.12901 -2.23948 4.23408 0.221 0.158 0.141
H -1.94219 -2.47331 1.66202 -0.088 0.257 -0.463
H -0.40644 -2.45510 1.02984 -0.486 0.261 -0.426
C 1.56520 -4.10130 -0.54610 1.605 0.597 0.394
C 1.33590 -4.58622 -1.93114 -0.797 -1.775 -0.694
C 1.31438 -6.16268 -2.13534 -0.391 0.895 1.081
O 2.38915 -6.84113 -1.50512 0.770 -0.095 -1.173
C 3.47285 -7.01253 -2.43378 -0.366 0.398 1.158
N 0.04140 -4.06050 -2.31551 -0.686 -0.429 -0.865
H 1.62771 -3.02052 -0.67306 -0.704 0.132 0.536
H 2.59310 -4.29600 -0.24013 0.084 -0.618 0.322
H 0.85737 -4.39635 0.22850 -0.126 -0.006 -0.337
H 2.12602 -4.20165 -2.57606 0.381 0.118 -0.128
H 1.29269 -6.43182 -3.19137 -0.084 0.222 -0.247
H 0.42396 -6.59422 -1.67815 -0.266 0.386 0.035
H 4.15316 -7.71619 -1.95406 0.081 -0.037 -0.326
H 3.97623 -6.05898 -2.59339 0.245 0.140 0.001
H 3.12201 -7.34352 -3.41125 -0.041 -0.384 0.024
H -0.00258 -3.05970 -2.18683 0.332 -0.003 0.513
H -0.10795 -4.13960 -3.31127 -0.011 -0.448 -0.389
C -6.36176 1.26718 -1.76003 -0.043 2.057 -1.177
C -4.83339 1.38570 -1.92909 0.234 0.226 2.082
C -4.18843 2.87210 -1.73029 -1.738 -1.688 -1.824
O -4.43223 3.67051 -2.88745 0.549 0.013 0.130
C -3.68698 3.31810 -4.02258 0.427 0.052 -1.022
N -4.26190 0.47385 -0.94640 0.311 -0.768 0.085
H -6.87617 0.30752 -1.81035 0.794 -0.270 0.094
H -6.67947 1.82409 -2.64151 -0.744 0.085 -0.132
H -6.76812 1.84769 -0.93180 0.199 -0.146 0.351
H -4.65620 1.05083 -2.95113 0.571 -0.078 0.056
H -3.11502 2.72467 -1.61126 0.109 0.097 0.372
H -4.68199 3.42863 -0.93357 0.280 -0.300 0.261
H -2.63915 3.02880 -3.94218 0.453 0.221 1.264
H -3.64010 4.19575 -4.66727 -0.403 -0.063 -0.160
H -4.02976 2.44730 -4.58144 -0.885 0.071 -0.076
H -4.44539 0.71862 0.01616 -1.076 0.167 0.177
H -3.26154 0.38332 -0.84059 0.432 0.424 -1.201
C -3.31270 2.62201 1.50537 0.791 -0.839 1.508
C -4.32810 1.79830 2.37576 1.218 -0.741 0.038
C -5.71650 2.29872 1.99183 -0.330 0.181 -0.695
C -6.83486 1.39787 2.38551 -0.160 -1.174 1.236
C -6.53290 -0.08816 1.96367 -0.821 1.914 -0.595
C -5.14434 -0.64013 2.37542 -2.110 -0.046 0.862
N -4.10311 0.34033 2.04460 -4.422 0.689 -0.895
O -2.89324 -0.23900 2.08479 2.038 0.137 1.365
C -5.25523 -0.99114 3.88520 1.660 -0.058 0.969
C -4.97265 -1.96581 1.63193 0.686 -0.066 -0.493
C -4.19411 2.10859 3.87855 0.877 1.030 0.221
H -2.89219 2.02390 0.69695 -0.443 0.150 -0.198
H -2.44931 2.77418 2.15305 0.237 0.454 0.014
H -3.67506 3.59254 1.16646 -0.132 -0.178 0.063
H -5.86544 3.27122 2.46104 0.234 0.126 0.166
H -5.78494 2.53265 0.92943 0.212 -0.349 -0.256
H -7.81100 1.80646 2.12418 -0.058 -0.364 -1.132
H -7.00862 1.47693 3.45866 0.627 -0.385 0.548
H -6.63457 -0.05747 0.87885 0.285 -0.331 -0.265
H -7.37113 -0.69091 2.31318 0.330 -0.397 0.212
H -4.23379 -1.17305 4.21938 0.448 0.224 0.104
H -5.62388 -0.22664 4.56910 -0.212 0.263 -0.423
H -5.69836 -1.92457 4.23226 -0.678 -0.143 -0.887
H -4.10269 -2.53645 1.95694 -0.123 -0.049 0.473
H -5.86690 -2.58152 1.72849 0.040 0.043 0.153
H -4.78604 -1.83929 0.56550 -0.294 0.438 -0.156
H -4.15301 3.19757 3.90125 -0.354 0.294 0.325
H -3.26332 1.86040 4.38858 0.296 -0.630 -0.453
H -4.98461 1.76691 4.54672 -0.203 -0.006 -0.459
H -2.64084 -0.36599 1.16731 0.669 0.017 -0.592
C 7.34404 -0.45130 0.32604 -0.782 -1.083 -0.077
C 5.88940 -0.01864 0.50363 0.141 1.824 -0.026
C 5.76687 1.39986 -0.10870 1.584 -0.804 -1.532
C 5.84016 1.42968 -1.69341 -0.576 -0.679 2.457
C 4.79779 0.46518 -2.20630 0.200 1.547 -0.384
C 4.80228 -0.95582 -1.62945 -0.722 0.419 -0.092
N 4.88330 -0.88681 -0.14257 -1.112 2.166 0.400
O 4.70019 -2.07642 0.54654 0.424 -0.668 -0.314
C 3.40455 -1.49187 -2.03946 0.763 -1.463 0.501
C 5.92399 -1.79797 -2.26364 -0.527 0.372 -0.164
C 5.63927 0.22672 2.00492 -0.236 -0.852 0.128
H 7.59953 -0.37353 -0.73073 0.618 0.357 0.338
H 7.43403 -1.50977 0.57027 0.177 -0.255 0.130
H 7.95017 0.07952 1.06018 0.282 0.156 -0.556
H 4.91612 1.95520 0.28619 -0.041 -0.015 -0.187
H 6.72514 1.83334 0.17751 -0.298 0.688 0.506
H 6.80791 1.09262 -2.06483 0.303 0.645 0.168
H 5.59204 2.47538 -1.87520 0.302 -0.144 -0.912
H 4.92297 0.46325 -3.28909 -0.210 -0.667 -0.203
H 3.86904 1.01467 -2.05268 -0.567 -0.642 0.257
H 3.24649 -1.52857 -3.11732 0.328 0.441 -0.032
H 3.41624 -2.54678 -1.76535 -0.401 -0.099 0.198
H 2.54148 -1.00556 -1.58481 0.215 0.174 0.007
H 6.31549 -2.62434 -1.67038 -0.309 -0.049 0.184
H 5.44031 -2.20162 -3.15314 0.651 -0.154 -0.270
H 6.76757 -1.15105 -2.50441 0.012 -0.172 -0.314
H 6.26629 0.97892 2.48360 0.246 0.415 -0.797
H 5.92106 -0.65080 2.58686 -0.697 -0.350 0.084
H 4.61353 0.56304 2.15607 -0.040 -0.417 0.306
H 5.57180 -2.47772 0.51750 0.254 -0.809 0.193

---

# 3
63
Properties=species:S:1:pos:R:3:forces:R:3 method="wB97M-V/def2-TZVPD" charge=+1 homo_lumo_gap_ev="7.438 / 5.833" lumo_ev="-2.960 / -5.964" multiplicity=5 de_lowest_kcal_mol=0.0 e_homo_ev="-10.40 / -11.80"
Os -0.78830 -0.17006 0.80741 -0.047 -0.001 0.021
C 1.21635 2.36172 2.54288 0.007 -0.022 -0.005
C -0.22685 2.60214 2.27750 -0.002 0.008 0.002
N -1.03082 1.79276 1.62449 -0.017 -0.003 -0.011
C -2.32788 2.28462 1.56415 0.013 0.001 -0.001
C -2.49560 3.48275 2.16674 -0.014 0.007 -0.009
S -1.01311 4.00713 2.83159 0.003 -0.003 0.006
C -3.30960 1.43406 0.90502 0.000 -0.004 0.003
C -4.62378 1.63837 0.66223 -0.009 0.004 -0.007
S -5.28271 0.27266 -0.12984 0.010 -0.013 0.012
C -3.77147 -0.51357 -0.11036 -0.020 0.014 -0.002
N -2.84121 0.20992 0.46631 0.017 -0.009 0.008
C -3.55074 -1.85889 -0.70327 0.008 -0.001 -0.006
H 1.76454 2.27626 1.60455 -0.001 0.014 0.000
H 1.34467 1.43188 3.09859 0.000 0.007 0.000
H 1.64184 3.17533 3.12614 0.001 0.002 -0.001
H -3.39968 4.05961 2.26462 0.005 0.003 0.001
H -5.22660 2.49571 0.90975 0.001 -0.001 -0.005
H -4.49533 -2.37261 -0.86791 0.000 -0.001 0.003
H -2.92035 -2.44780 -0.03812 -0.002 -0.001 0.001
H -3.04227 -1.75751 -1.66452 -0.004 0.000 -0.002
S 0.01522 -1.76717 -1.20065 -0.011 0.016 0.029
C 1.50543 -1.42084 -0.52659 0.041 0.005 -0.002
S 1.54487 -0.39260 0.84261 -0.045 -0.003 -0.036
C 2.70846 -1.94340 -1.10293 -0.052 -0.002 -0.035
C 2.66795 -2.76533 -2.25390 0.015 -0.022 0.048
N 2.64789 -3.43314 -3.19310 -0.002 0.018 -0.018
C 3.97196 -1.61610 -0.55947 0.045 -0.014 -0.006
N 5.00436 -1.33880 -0.12734 -0.020 0.019 0.001
C -1.56379 -3.92871 2.88667 -0.005 0.008 -0.002
C -1.39929 -2.41258 2.84847 -0.006 -0.004 0.046
O -1.21347 -1.99526 1.53849 0.061 -0.027 -0.070
C -0.18471 -2.02326 3.72155 0.003 -0.018 -0.015
F -0.32806 -2.40410 4.99106 0.002 -0.004 0.011
F 0.92294 -2.59083 3.23858 0.003 -0.013 0.004
F 0.02823 -0.68675 3.72805 -0.006 0.022 0.019
C -2.68795 -1.75150 3.39064 0.004 -0.019 -0.011
F -2.60202 -0.40419 3.39865 0.000 0.043 0.003
F -3.72221 -2.06109 2.58911 -0.016 -0.002 -0.002
F -2.99906 -2.14011 4.62440 -0.005 -0.007 0.010
H -0.66871 -4.38727 2.47317 0.001 0.002 -0.003
H -2.41667 -4.20605 2.27097 0.000 -0.002 0.001
H -1.72008 -4.28932 3.90159 0.000 -0.003 -0.001
C 5.47164 0.52319 -3.33767 -0.017 0.008 0.017
C 3.99257 0.72087 -3.16715 -0.004 -0.003 -0.011
C 3.49303 1.52664 -2.14303 0.003 -0.001 0.002
C 2.13007 1.69662 -1.96743 -0.004 0.004 0.010
C 1.25418 1.04492 -2.82201 0.009 0.015 0.017
C 1.72124 0.22490 -3.83925 -0.002 -0.008 -0.001
C 3.08837 0.07805 -4.01248 0.000 0.006 -0.005
S -0.49999 1.20791 -2.59714 -0.058 -0.024 0.003
C -0.71911 2.82405 -3.33389 -0.009 0.000 -0.003
O -0.74378 1.46085 -1.11829 0.110 0.023 -0.003
H 6.03557 1.31073 -2.84106 0.000 0.003 -0.005
H 5.74643 0.50928 -4.39164 0.002 -0.011 0.001
H 5.78196 -0.42781 -2.89996 0.007 -0.014 -0.002
H 4.18616 2.02336 -1.47499 -0.002 -0.001 0.001
H 1.74130 2.30956 -1.16334 0.002 0.004 0.001
H 1.02779 -0.30649 -4.48066 -0.001 0.002 -0.001
H 3.45779 -0.56145 -4.80472 0.007 0.000 0.003
H -0.09172 3.53543 -2.79935 0.000 0.003 -0.002
H -1.77126 3.08598 -3.24012 0.002 0.002 -0.003
H -0.43464 2.76735 -4.38380 0.001 0.001 0.001